(1)
C22H36BCa2Cl3F2MgN3O10 | ωB97M-V/def2-TZVPD

Values from the calculation:
strongest force on any atom: 7.177 eV/A
Kohn-Sham gap: 2.202 eV
electronic energy: -4935.90076 Ha
HOMO energy: -8.49 eV

ORCA input file:
```
! wB97M-V def2-TZVPD RIJCOSX def2/J DEFGRID3
* xyz 1 1
C -4.51 -2.62 0.21
C -3.97 -1.41 0.30
C -3.11 -0.05 0.59
C -4.19 1.14 0.27
N -4.97 2.04 0.03
C -2.86 0.06 2.17
Cl -2.68 1.84 2.74
C -1.73 -0.85 2.86
C -1.70 -0.43 4.45
Cl -2.04 -2.67 2.85
C -1.85 -0.08 -0.40
C -1.27 -1.61 -0.33
N -0.77 -2.72 -0.23
C -2.34 0.02 -1.97
C -1.91 1.35 -2.76
C -2.67 2.71 -2.30
O -2.22 3.89 -3.08
C -1.78 4.90 -2.14
B -0.59 0.87 -0.03
O 0.76 0.27 -0.07
O -0.62 2.27 0.31
H -5.10 -3.58 0.51
H -3.87 -0.26 2.67
H -0.66 -0.70 2.48
H -2.78 -0.44 4.81
H -1.12 0.54 4.64
H -1.14 -1.30 4.99
H -1.90 -0.87 -2.58
H -3.49 -0.10 -2.08
H -0.76 1.49 -2.91
H -2.29 1.18 -3.87
H -3.82 2.57 -2.60
H -2.64 2.92 -1.18
H -1.54 5.90 -2.71
H -2.57 5.15 -1.31
H -0.82 4.52 -1.62
H 0.91 -0.25 0.77
H 0.24 2.65 -0.09
Ca -1.13 4.68 -0.08
C -3.89 -4.81 5.05
O -2.88 -5.43 5.44
O -4.47 -5.42 3.99
O -4.42 -3.75 5.46
H -3.79 -6.14 4.00
O -2.36 1.46 -6.31
H -2.31 2.41 -6.35
Mg -3.51 -4.57 2.03
Cl -4.98 3.80 -2.48
F -4.49 -2.47 6.77
C 5.24 -2.80 -1.37
C 3.85 -2.41 -0.87
C 3.64 -2.64 0.64
O 3.45 -4.00 1.00
C 4.64 -4.76 1.11
N 2.83 -3.13 -1.67
H 5.36 -3.88 -1.48
H 5.42 -2.36 -2.36
H 6.01 -2.43 -0.69
H 3.73 -1.34 -1.06
H 2.73 -2.12 0.94
H 4.45 -2.19 1.23
H 5.48 -4.17 1.49
H 4.90 -5.20 0.14
H 4.46 -5.59 1.80
H 1.91 -2.79 -1.40
H 2.83 -4.10 -1.35
F -1.71 7.10 -3.54
O 1.41 3.02 -0.47
C 2.61 3.21 -0.53
O 3.52 2.51 0.18
C 4.83 3.06 -0.06
C 4.72 3.79 -1.37
C 3.28 4.26 -1.37
H 5.07 3.73 0.77
H 5.56 2.26 -0.09
H 5.45 4.59 -1.48
H 4.87 3.08 -2.20
H 3.18 5.23 -0.87
H 2.87 4.30 -2.37
Ca 1.95 -2.32 -3.65
*
```

***

(2)
C5H15FO5SSi2 | ωB97M-V/def2-TZVPD

Values from the calculation:
strongest force on any atom: 1.303 eV/A
Kohn-Sham gap: 10.330 eV
electronic energy: -1652.76545 Ha
HOMO energy: -9.72 eV

ORCA input file:
```
! wB97M-V def2-TZVPD RIJCOSX def2/J DEFGRID3
* xyz 0 1
O -0.73 -1.12 2.21
O 0.17 -0.06 2.49
C 1.27 -0.25 1.61
Si 2.42 -1.57 2.30
F 3.65 -0.80 2.95
O 3.05 -2.58 1.15
Si 2.28 -4.05 0.95
H -1.10 -1.32 3.08
H 0.95 -0.44 0.58
H 1.76 0.72 1.58
H 1.79 -2.29 3.42
H 2.30 -4.88 2.17
H 0.89 -3.91 0.47
H 3.03 -4.78 -0.08
C -1.83 3.02 -1.97
C -2.09 2.32 -0.63
C -1.95 0.81 -0.88
S -0.81 0.63 -2.26
O -1.53 0.06 -3.37
O 0.43 0.06 -1.78
C -0.58 2.38 -2.55
H -1.70 4.10 -1.84
H -2.68 2.87 -2.64
H -1.34 2.64 0.10
H -3.07 2.56 -0.23
H -1.55 0.29 -0.01
H -2.90 0.36 -1.17
H -0.46 2.55 -3.62
H 0.31 2.69 -2.01
*
```

***

(3)
C16H31KNO6S3 | ωB97M-V/def2-TZVPD

Values from the calculation:
strongest force on any atom: 0.977 eV/A
Kohn-Sham gap: 10.418 eV
electronic energy: -2928.80147 Ha
HOMO energy: -12.61 eV

ORCA input file:
```
! wB97M-V def2-TZVPD RIJCOSX def2/J DEFGRID3
* xyz 1 1
K -11.68 -24.85 8.78
C -17.08 -24.84 6.01
C -17.38 -23.57 6.82
C -16.74 -23.57 8.21
C -15.28 -23.61 8.13
N -14.14 -23.72 8.07
H -16.08 -24.81 5.60
H -17.79 -24.91 5.19
H -17.14 -25.73 6.64
H -18.46 -23.49 6.96
H -17.05 -22.70 6.26
H -17.02 -24.44 8.79
H -17.04 -22.67 8.74
C -14.62 -29.26 11.98
C -15.45 -28.10 12.55
C -14.70 -26.83 12.16
S -14.20 -27.12 10.47
O -12.85 -26.64 10.29
O -15.24 -26.64 9.61
C -14.27 -28.92 10.53
H -15.16 -30.21 12.04
H -13.70 -29.38 12.56
H -15.54 -28.17 13.63
H -16.47 -28.13 12.15
H -13.82 -26.73 12.80
H -15.28 -25.92 12.19
H -13.28 -29.27 10.23
H -15.03 -29.20 9.80
C -5.92 -24.42 10.85
C -6.38 -23.60 12.07
C -7.87 -23.42 11.99
S -8.10 -23.00 10.30
O -7.62 -21.67 10.07
O -9.42 -23.37 9.85
C -6.88 -24.17 9.70
H -5.91 -25.48 11.09
H -4.89 -24.15 10.60
H -5.91 -22.61 12.03
H -6.05 -24.01 13.02
H -8.31 -22.66 12.64
H -8.44 -24.35 12.13
H -6.45 -23.75 8.79
H -7.41 -25.08 9.41
C -13.44 -20.14 10.53
C -13.89 -20.11 11.99
C -13.43 -21.40 12.64
S -11.93 -21.88 11.77
O -12.14 -23.15 11.12
O -10.80 -21.71 12.63
C -11.98 -20.58 10.53
H -13.59 -19.18 10.04
H -14.03 -20.87 9.97
H -14.96 -19.93 12.09
H -13.43 -19.26 12.50
H -14.14 -22.22 12.51
H -13.18 -21.34 13.70
H -11.62 -21.01 9.60
H -11.32 -19.80 10.89
*
```